1.
17
Properties=species:S:1:pos:R:3:mulliken_charge:R:1 method="wB97M-V/def2-TZVPD" charge=+2 homo_lumo_gap_ev=8.094 energy_ha=-1638.7232
Cl 2.69 1.91 2.28 -0.009
Cl -1.29 0.34 0.29 0.032
S 0.31 -2.09 1.20 0.133
N 1.11 1.64 -1.76 -0.451
N 1.27 0.27 0.97 -0.220
N 1.25 2.56 0.30 -0.037
C 0.87 2.62 -1.00 -0.074
C -1.28 -2.85 0.81 -0.781
C 1.55 1.56 1.09 0.526
C 0.11 -0.46 0.76 0.597
H 0.84 1.73 -2.79 0.307
H -0.86 -3.86 0.61 0.361
H 0.24 3.55 -1.33 0.324
H -2.03 -2.96 1.66 0.351
H -1.53 -2.25 -0.15 0.373
H 1.24 3.45 0.75 0.282
H 2.00 -0.37 1.37 0.288

2.
8
Properties=species:S:1:pos:R:3:mulliken_charge:R:1 method="wB97M-V/def2-TZVPD" homo_lumo_gap_ev="6.614 / 9.477" energy_ha=-697.3567
S 1.46 -2.33 0.46 0.493
O 1.62 -1.60 1.72 -0.435
O 0.35 -1.55 -0.51 -0.301
N 1.51 0.59 -2.21 -0.379
N 0.88 0.68 -1.28 0.171
C 0.18 -0.14 -0.37 -0.103
H -0.82 0.04 -0.87 0.209
H 0.46 0.13 0.68 0.346

3.
16
Properties=species:S:1:pos:R:3:mulliken_charge:R:1 method="wB97M-V/def2-TZVPD" smiles=CCSSC.O homo_lumo_gap_ev=8.003 energy_ha=-991.8593
S 0.46 1.19 0.25 -0.084
S -0.67 -0.98 -0.06 -0.113
O 2.91 -2.58 -0.42 -0.637
C -1.65 1.84 -1.51 -1.017
C -0.96 2.07 -0.14 -0.371
C -0.17 -1.41 1.64 -0.733
H -1.09 2.09 -2.40 0.304
H -0.69 -2.33 1.92 0.304
H 0.90 -1.50 1.53 0.128
H -0.60 3.12 -0.18 0.285
H -2.56 2.45 -1.48 0.312
H -1.74 1.85 0.59 0.294
H -0.45 -0.67 2.41 0.326
H -1.95 0.82 -1.60 0.328
H 2.44 -2.50 0.43 0.357
H 2.27 -1.96 -0.85 0.317

4.
92
Properties=species:S:1:pos:R:3:mulliken_charge:R:1 method="wB97M-V/def2-TZVPD" smiles=Oc1ccc(O)cc1.Oc1ccc(O)cc1.Oc1ccc(O)cc1.Oc1ccc(O)cc1.Oc1ccc(O)cc1.c1ccncc1.c1ccncc1 homo_lumo_gap_ev=8.196 energy_ha=-2409.5531
O -2.51 -7.99 -48.75 -0.497
O -3.26 -13.42 -49.39 -0.430
O -10.23 -9.75 -46.93 -0.569
O -9.10 -11.40 -49.29 -0.352
O -10.48 -13.80 -50.75 -0.412
O -14.55 -10.61 -49.11 -0.622
O -3.75 -10.11 -50.25 -0.478
O 0.91 -10.72 -45.39 -0.557
O -12.87 -12.92 -43.21 -0.600
O 1.04 -15.51 -46.34 -0.562
N -7.21 -9.61 -44.95 -0.211
N -2.67 -6.93 -54.31 -0.521
C -6.70 -10.05 -42.60 -0.786
C -12.19 -12.25 -51.33 -0.581
C -0.01 -10.13 -46.14 0.550
C -2.19 -15.25 -48.36 -0.789
C -0.40 -8.38 -47.84 -0.944
C -5.45 -9.42 -42.65 -0.684
C -11.90 -13.06 -49.05 0.413
C -3.30 -7.51 -53.30 -0.296
C -11.42 -12.65 -45.07 -1.062
C -1.78 -8.63 -47.81 0.704
C -3.28 -6.83 -55.45 -0.108
C -4.69 -7.32 -55.69 -0.632
C -10.86 -10.43 -46.00 0.609
C -12.98 -12.33 -48.66 -0.666
C -4.99 -10.47 -49.95 -0.189
C -5.63 -11.54 -50.78 -0.349
C -13.60 -11.43 -49.51 0.932
C -5.32 -7.93 -54.73 -0.660
C -12.17 -12.08 -44.08 0.503
C -2.27 -13.83 -48.59 0.733
C -12.37 -10.67 -43.90 -0.947
C -7.11 -10.35 -48.57 -0.268
C -5.73 -9.96 -48.92 -1.276
C -7.49 -10.27 -43.78 -0.064
C 0.42 -9.03 -46.97 -0.411
C -1.08 -15.72 -47.54 -0.341
C -0.07 -14.90 -46.97 0.646
C -4.61 -8.12 -53.44 0.116
C -1.33 -12.93 -48.06 -0.358
C -5.96 -8.94 -45.00 -0.537
C -1.40 -10.34 -45.97 -0.762
C -5.13 -8.80 -43.89 -0.317
C -7.01 -11.89 -50.49 -0.712
C -7.75 -11.23 -49.48 0.594
C -13.30 -11.30 -50.86 -1.005
C -10.71 -11.84 -46.00 -0.535
C -11.47 -13.15 -50.35 -0.319
C -11.62 -9.81 -44.95 -0.733
C -0.17 -13.55 -47.09 -0.443
C -2.34 -9.56 -46.95 -0.194
H -1.21 -11.83 -48.22 0.397
H -9.86 -10.42 -47.50 0.118
H -5.06 -12.04 -51.52 0.705
H 1.84 -10.83 -45.63 0.363
H -6.98 -10.55 -41.85 0.523
H -5.33 -9.32 -48.34 1.052
H -10.15 -12.28 -46.71 1.149
H 0.27 -7.88 -48.18 0.728
H -13.72 -10.62 -51.41 0.658
H -9.66 -12.14 -49.55 0.232
H -12.74 -10.22 -43.09 0.562
H -11.24 -13.58 -45.17 0.739
H -3.51 -9.26 -50.01 0.218
H -6.19 -8.40 -54.75 0.567
H -0.83 -16.82 -47.40 0.250
H -4.11 -8.31 -44.15 0.240
H -2.28 -7.08 -48.79 0.260
H 1.75 -14.80 -46.31 0.321
H -13.33 -12.23 -47.53 -0.035
H -10.60 -14.43 -51.33 0.352
H -3.48 -12.51 -49.48 0.283
H -4.85 -9.46 -41.95 0.735
H -15.37 -11.15 -48.50 0.382
H -11.96 -11.91 -52.20 0.528
H -5.13 -7.15 -56.49 0.594
H 1.61 -8.78 -46.96 0.088
H 0.61 -12.93 -46.60 -0.081
H -5.81 -8.55 -45.92 0.739
H -5.00 -8.49 -52.34 0.105
H -2.68 -7.93 -52.59 0.480
H -2.62 -6.32 -56.20 0.349
H -2.86 -15.91 -48.91 0.401
H -7.48 -9.93 -47.64 0.312
H -11.15 -13.57 -48.34 0.444
H -11.80 -8.81 -44.63 0.400
H -3.48 -9.63 -46.89 0.201
H -13.79 -12.69 -42.78 0.330
H -7.54 -12.54 -51.20 0.406
H -8.44 -10.76 -43.79 0.369
H -1.93 -10.85 -45.19 0.512

5.
11
Properties=species:S:1:pos:R:3:mulliken_charge:R:1 method="wB97M-V/def2-TZVPD" smiles=N#C[C@](O)(F)C(O)(F)F homo_lumo_gap_ev=12.909 energy_ha=-620.3204
F 0.22 1.67 0.57 -0.276
F -1.09 0.29 1.67 -0.276
F -0.18 -1.79 0.29 -0.274
O -1.64 0.63 -0.44 -0.472
O 1.54 -0.41 0.82 -0.539
N 0.70 -0.08 -2.57 -0.341
C -0.59 0.50 0.41 0.585
C 0.56 -0.41 -1.49 -0.104
C 0.42 -0.57 0.01 0.953
H -2.27 1.28 -0.10 0.358
H 2.33 -1.13 0.83 0.385

6.
8
Properties=species:S:1:pos:R:3:mulliken_charge:R:1 method="wB97M-V/def2-TZVPD" smiles=C#CBr.C#C homo_lumo_gap_ev=10.651 energy_ha=-2728.0500
Br 0.05 1.93 1.43 0.001
C -1.09 1.30 0.17 -0.384
C -2.00 0.82 -0.43 0.011
C 1.32 -1.03 -0.63 -0.412
C 1.59 -1.15 0.54 -0.320
H -2.74 0.31 -0.98 0.367
H 1.07 -1.37 -1.60 0.354
H 1.81 -0.81 1.50 0.382